Entry from OMol25: 2 unconnected molecules or ions with the total composition C5H14NO at a distorted geometry (ωB97M-V/def2-TZVPD).

Computed properties:
HOMO-LUMO gap (eV): 10.792
Charge: +1
Energy above the lowest of the compared OMol25 structures with the same formula, charge and spin (kJ/mol): 263.5
2S+1: 1

Last column: natural (NBO) charge in e.
Atoms and positions in Å:
C  -1.20772  -0.45460  -2.56962  -0.60
C  -0.01270  -1.31321  -1.88189  -0.40
C  0.79063  -0.70748  -0.63256  -0.48
C  0.03779  -0.25765  0.56027  0.12
C  0.17975  0.95334  1.15819  -0.34
N  -0.53556  -1.51009  1.32075  -0.70
H  -1.18516  -0.65364  -3.60726  0.23
H  -1.14336  0.60354  -2.34630  0.21
H  -2.16074  -0.78225  -2.13763  0.20
H  0.74568  -1.43905  -2.70564  0.24
H  -0.47315  -2.24751  -1.63599  0.19
H  1.70047  -1.29818  -0.24350  0.24
H  1.13318  0.25750  -0.99182  0.25
H  -0.04987  1.32872  2.23052  0.27
H  0.43963  1.76795  0.45214  0.25
H  -0.86122  -2.22881  0.78152  0.43
H  -1.41627  -1.23443  1.74088  0.44
H  0.09265  -1.83121  2.02127  0.44
H  0.70274  3.85955  3.23770  0.47
H  1.93696  3.91152  2.51128  0.48
O  1.28627  3.27598  2.73769  -0.95

Atomic forces in eV per Å
C 0.998 -0.717 2.825
C 0.468 1.432 -0.685
C -0.393 0.255 -1.407
C 0.456 0.072 1.512
C -1.377 -0.427 0.377
N -0.270 4.153 1.296
H -0.094 -0.034 -1.025
H 0.254 0.269 -0.245
H 0.105 0.007 -0.275
H -0.647 -0.288 1.090
H 0.143 -0.914 0.053
H -1.365 0.561 -1.000
H 0.738 -0.064 -0.286
H 0.135 -1.104 -2.059
H 0.359 -0.667 0.750
H -0.155 -2.570 -2.596
H -0.036 0.490 0.814
H 0.696 -0.507 0.821
H -0.381 -0.364 0.190
H 1.494 0.650 -0.672
O -1.127 -0.232 0.520